C3H4ClNO2 | ωB97M-V/def2-TZVPD

Atoms and positions in Å:
1 C -0.80936 -0.49432 -1.03099
2 C -1.17209 -0.63975 0.39857
3 C -1.40126 -0.70018 1.57452
4 Cl -1.71653 -0.80765 3.16554
5 H -0.11733 -1.25039 -1.21620
6 H -1.81135 -0.62165 -1.51810
7 H -0.36383 0.50807 -1.12196
8 O 2.55141 -0.32672 0.16013
9 N 2.18281 0.75355 0.41427
10 O 1.59009 1.43685 -0.63552
11 H 1.06744 2.14220 -0.19026

Computed properties:
Kohn-Sham gap	9.7	eV
relative energy (zero: lowest compared OMol25 entry of this formula, charge and spin)	509.9	kJ/mol
SMILES	CC#CCl.O=NO

Need the natural (NBO) charges? In units of e they are:
1 C -0.6754
2 C -0.0186
3 C -0.1540
4 Cl 0.1169
5 H 0.2396
6 H 0.2401
7 H 0.2430
8 O -0.2619
9 N 0.3476
10 O -0.5631
11 H 0.4859

=====

C8H9NO3 | ωB97M-V/def2-TZVPD

Atoms and positions in Å:
1 C -3.61393 0.82800 0.23195
2 C -2.18860 0.43804 0.01224
3 C -1.81893 -0.92268 -0.09681
4 C -0.49012 -1.26475 -0.40433
5 C 0.54806 -0.22387 -0.37236
6 C 0.05012 1.15273 -0.55986
7 C -1.22005 1.47603 -0.13024
8 C 2.00548 -0.65536 -0.50082
9 O 1.74436 0.06463 0.61086
10 O 4.72374 -1.68854 0.70247
11 N 5.06608 -0.49968 0.93730
12 O 6.23161 -0.05992 1.09434
13 H -3.70237 1.92205 0.26895
14 H -4.20754 0.44525 -0.60920
15 H -4.02742 0.39176 1.15159
16 H -2.64989 -1.67299 0.07908
17 H -0.20557 -2.30090 -0.29341
18 H 0.82577 1.90386 -0.36243
19 H -1.49702 2.54233 0.03591
20 H 2.02538 -1.73729 -0.42088
21 H 2.40083 -0.13870 -1.37437

Computed properties:
Kohn-Sham gap (spin up / spin down)	8.6 / 4.6	eV
relative energy (zero: lowest compared OMol25 entry of this formula, charge and spin)	795.5	kJ/mol

Need the natural (NBO) charges? In units of e they are:
1 C -0.6371
2 C 0.0022
3 C -0.2070
4 C -0.2044
5 C 0.0963
6 C -0.1613
7 C -0.2273
8 C -0.0733
9 O -0.4776
10 O -0.2544
11 N 0.5002
12 O -0.2442
13 H 0.2165
14 H 0.2232
15 H 0.2213
16 H 0.2185
17 H 0.2067
18 H 0.2193
19 H 0.2179
20 H 0.1856
21 H 0.1789

=====

C15H31CoNO3P2 | ωB97M-V/def2-TZVPD

Atoms and positions in Å:
1 P 0.38526 1.47058 1.79437
2 P -2.12366 -0.26929 1.27468
3 C 0.47402 0.23224 0.40721
4 C -0.93789 -0.03132 -0.14077
5 H 0.88810 -0.68749 0.83802
6 H 1.15822 0.56385 -0.38280
7 H -1.29322 0.84239 -0.70060
8 H -0.95238 -0.88892 -0.82385
9 C -2.03198 -2.07779 1.59893
10 H -2.83552 -2.34942 2.28961
11 H -1.07978 -2.30938 2.08412
12 H -2.12760 -2.66473 0.67868
13 C -3.76803 -0.10926 0.47469
14 H -3.85001 -0.72830 -0.42534
15 H -3.93852 0.93934 0.21618
16 H -4.53575 -0.41075 1.19318
17 C 2.02951 1.31872 2.59612
18 H 2.20590 2.11493 3.32748
19 H 2.80573 1.34815 1.82669
20 H 2.08480 0.34788 3.09690
21 C 0.53272 3.08533 0.92545
22 H -0.40484 3.30284 0.40648
23 H 1.35995 3.09015 0.20682
24 H 0.69322 3.86930 1.67109
25 Co -1.51941 1.10860 2.97230
26 C -0.03418 -1.59211 -3.87800
27 C 0.27994 -2.59726 -3.05211
28 C 1.60201 -3.27520 -2.80470
29 C 2.87662 -2.53274 -3.26329
30 C 3.04164 -1.18160 -2.61001
31 C 2.51236 -0.00602 -2.96921
32 C 1.60834 0.34105 -4.12295
33 C 0.86419 -0.82189 -4.81568
34 C -0.94451 2.35694 4.58333
35 H -1.07099 -1.25581 -3.85960
36 H -0.53608 -3.00398 -2.45328
37 H 1.58575 -4.27272 -3.27138
38 H 1.68045 -3.46235 -1.72446
39 H 3.73621 -3.15668 -2.99160
40 H 2.89350 -2.45545 -4.35197
41 H 3.65435 -1.18200 -1.70834
42 H 2.76190 0.84897 -2.33958
43 H 2.18910 0.89112 -4.88002
44 H 0.86183 1.05821 -3.75360
45 H 0.24566 -0.38895 -5.61079
46 H 1.57880 -1.47891 -5.31486
47 H -1.78205 2.99660 4.88284
48 H -0.07901 3.00034 4.37857
49 H -0.69088 1.71459 5.43791
50 O -2.70948 1.62897 6.85210
51 N -2.97921 2.16618 5.81965
52 O -3.97932 2.81681 5.75325
53 O -2.38576 1.73624 4.66212

Computed properties:
Kohn-Sham gap (spin up / spin down)	5.9 / 8.2	eV
multiplicity	4
relative energy (zero: lowest compared OMol25 entry of this formula, charge and spin)	249.1	kJ/mol
⟨S²⟩	3.78

Need the natural (NBO) charges? In units of e they are:
1 P 0.8388
2 P 0.8383
3 C -0.7178
4 C -0.7155
5 H 0.2257
6 H 0.2338
7 H 0.2268
8 H 0.2393
9 C -0.9407
10 H 0.2455
11 H 0.2371
12 H 0.2222
13 C -0.9397
14 H 0.2218
15 H 0.2399
16 H 0.2455
17 C -0.9404
18 H 0.2497
19 H 0.2200
20 H 0.2376
21 C -0.9440
22 H 0.2350
23 H 0.2206
24 H 0.2469
25 Co 0.5992
26 C -0.1947
27 C -0.1767
28 C -0.4342
29 C -0.4447
30 C -0.1940
31 C -0.1773
32 C -0.4343
33 C -0.4450
34 C -0.8616
35 H 0.1994
36 H 0.1967
37 H 0.2205
38 H 0.2089
39 H 0.2172
40 H 0.2084
41 H 0.2004
42 H 0.1969
43 H 0.2208
44 H 0.2081
45 H 0.2170
46 H 0.2088
47 H 0.2196
48 H 0.1794
49 H 0.1884
50 O -0.3668
51 N 0.6896
52 O -0.3662
53 O -0.5104

=====

C3H8O3STl | ωB97M-V/def2-TZVPD

Atoms and positions in Å:
1 Tl 4.52607 -0.47710 -2.32603
2 O 0.95762 1.92489 0.70464
3 S 0.90572 1.02421 -0.47848
4 O 1.99788 0.75698 -1.42323
5 O 0.40395 -0.49357 0.12336
6 C -0.50423 -0.50646 1.19494
7 C -0.89424 -1.97081 1.50199
8 C -0.56881 1.63382 -1.60327
9 H -1.34781 0.16644 1.04099
10 H 0.04849 -0.13119 2.05620
11 H -0.78855 -2.35026 2.51833
12 H -0.32214 -2.61782 0.83702
13 H -1.92607 -2.26363 1.30788
14 H -1.37087 1.74821 -0.87408
15 H -0.78809 0.99426 -2.45824
16 H -0.32895 2.56199 -2.12198

Computed properties:
Kohn-Sham gap (spin up / spin down)	4.7 / 3.7	eV
multiplicity	2
net charge	+4
⟨S²⟩	0.80

Need the natural (NBO) charges? In units of e they are:
1 Tl 1.6680
2 O -0.5731
3 S 2.1176
4 O -0.7199
5 O -0.3508
6 C -0.1308
7 C -0.5589
8 C -0.5782
9 H 0.4379
10 H 0.4804
11 H 0.4588
12 H 0.3018
13 H 0.4645
14 H 0.3012
15 H 0.3241
16 H 0.3573

=====

C5H8ClN | ωB97M-V/def2-TZVPD

Atoms and positions in Å:
1 N 2.22507 -1.31701 0.37624
2 C 1.05456 -0.87250 -0.30150
3 C 0.86605 0.62581 -0.26460
4 C -0.27283 1.25099 0.00584
5 C -1.70314 0.94376 0.38244
6 C -2.23349 -0.34414 -0.05288
7 Cl -4.00616 -0.67084 0.03163
8 H 2.23933 -1.04719 1.44830
9 H 2.94083 -0.46521 0.12411
10 H 0.21253 -1.34423 0.25559
11 H 0.94980 -1.01907 -1.37241
12 H 1.86731 1.20320 -0.52669
13 H 0.00922 2.30929 -0.02885
14 H -2.37312 1.92710 0.57250
15 H -1.77594 -1.17997 -0.64973

Computed properties:
Kohn-Sham gap	8.9	eV
relative energy (zero: lowest compared OMol25 entry of this formula, charge and spin)	312.6	kJ/mol
SMILES	NC/C=C\C=C\Cl

Need the natural (NBO) charges? In units of e they are:
1 N -0.7945
2 C -0.2842
3 C -0.1565
4 C -0.2718
5 C -0.2537
6 C -0.1866
7 Cl -0.0441
8 H 0.3597
9 H 0.3255
10 H 0.1961
11 H 0.2052
12 H 0.1959
13 H 0.2130
14 H 0.2591
15 H 0.2369

=====

C5H15N2O | ωB97M-V/def2-TZVPD

Atoms and positions in Å:
1 C -1.64531 1.21735 2.27188
2 C -0.82734 0.18781 1.37487
3 C 0.52182 0.71443 0.90710
4 C 1.17625 0.04866 -0.20838
5 C 0.99639 0.44532 -1.46367
6 N 1.72012 -0.20215 -2.55188
7 N -1.58324 -0.25329 0.10702
8 H -2.59813 0.78284 2.72392
9 H -0.87614 1.66317 3.13899
10 H -1.89271 2.14239 1.72299
11 H -0.82127 -0.69548 1.98598
12 H 0.37371 1.72925 0.48650
13 H 1.33351 0.82944 1.67180
14 H 1.80253 -0.85243 0.04774
15 H 0.73723 1.56761 -1.60971
16 H 1.96291 0.36271 -3.37277
17 H 2.72373 -0.50516 -2.17370
18 H 1.21702 -1.21554 -2.64300
19 H -1.84287 0.62417 -0.36593
20 H -2.39639 -0.81828 0.42316
21 H -0.07007 -3.28034 -1.08120
22 H -0.30021 -1.95299 -0.54227
23 O 0.28846 -2.53950 -0.84944

Computed properties:
Kohn-Sham gap	9.5	eV
relative energy (zero: lowest compared OMol25 entry of this formula, charge and spin)	341.7	kJ/mol
net charge	+1

Need the natural (NBO) charges? In units of e they are:
1 C -0.6289
2 C -0.0506
3 C -0.4768
4 C -0.0748
5 C -0.1322
6 N -0.7437
7 N -0.8873
8 H 0.2383
9 H 0.2242
10 H 0.2112
11 H 0.2059
12 H 0.2094
13 H 0.2525
14 H 0.2350
15 H 0.2406
16 H 0.4614
17 H 0.4524
18 H 0.5022
19 H 0.3668
20 H 0.3852
21 H 0.4703
22 H 0.4880
23 O -0.9490

=====

C5H12O2 | ωB97M-V/def2-TZVPD

Atoms and positions in Å:
1 C 2.48713 -1.39742 0.64317
2 C 1.77492 -0.16474 1.11953
3 C 0.64247 0.36105 0.64378
4 O 0.17765 1.52711 1.18593
5 C -0.18574 -0.19519 -0.48900
6 C -1.67194 -0.29664 -0.16550
7 O -2.19286 1.03201 -0.07052
8 H 3.48029 -1.15012 0.24657
9 H 2.64314 -2.10798 1.46444
10 H 1.94838 -1.92639 -0.14923
11 H 2.24691 0.38695 1.93108
12 H -0.71134 1.69850 0.83181
13 H 0.17415 -1.18816 -0.76944
14 H -0.08033 0.44726 -1.37372
15 H -1.81794 -0.83498 0.78124
16 H -2.19298 -0.84426 -0.96247
17 H -3.08597 0.99565 0.29313
18 H -1.53871 2.05203 -3.02687
19 H -1.74868 1.90808 -2.32684

Computed properties:
Kohn-Sham gap	8.8	eV
relative energy (zero: lowest compared OMol25 entry of this formula, charge and spin)	197.7	kJ/mol
SMILES	C/C=C(/O)CCO.[H][H]

Need the natural (NBO) charges? In units of e they are:
1 C -0.6283
2 C -0.2883
3 C 0.3097
4 O -0.7002
5 C -0.4920
6 C -0.0644
7 O -0.7470
8 H 0.2114
9 H 0.2106
10 H 0.1996
11 H 0.2079
12 H 0.4984
13 H 0.2280
14 H 0.2277
15 H 0.1742
16 H 0.1731
17 H 0.4846
18 H -0.0132
19 H 0.0080